[1]
Here is the molecule C2H4N2O2S from the Open Molecules 2025 dataset. Energies are from ωB97M-V with the def2-TZVPD basis set.

- structure (SMILES) = O=CN(O)/C=N\S
- HOMO level (eV) = -8.863
- gap between HOMO and LUMO (eV) = 9.49
- energy (eV) = -20046.6236
- LUMO energy (eV) = 0.6

Structure (XYZ):
```
11
Properties=species:S:1:pos:R:3:forces:R:3
O 0.227 1.899 -1.794 0.0 -0.4 0.0
C -0.123 0.748 -1.575 0.1 1.5 0.1
N -0.030 0.228 -0.341 0.3 -0.2 0.4
O 0.543 1.035 0.595 0.4 1.7 0.4
C -0.485 -1.047 0.017 -0.4 0.8 -0.7
N -0.394 -1.730 1.053 0.5 -0.6 1.2
S 0.426 -1.556 2.545 -0.2 0.9 -1.2
H -0.593 0.116 -2.294 -0.3 -0.7 -0.7
H 0.575 1.969 0.176 -0.2 -1.9 0.3
H -1.093 -1.379 -0.827 0.1 -0.5 0.2
H 0.947 -0.284 2.446 -0.3 -0.7 0.1
```
Forces are in eV/Å.

Results of the Löwdin charge analysis, in e, for atoms 1 through 2: 0.0357, -0.2803



[2]
Here is the molecule C2H4N2O2S from the Open Molecules 2025 dataset. Energies are from ωB97M-V with the def2-TZVPD basis set.

- structure (SMILES) = O=CN(O)/C=N\S
- HOMO level (eV) = -8.945
- gap between HOMO and LUMO (eV) = 9.42
- energy (eV) = -20045.6613
- LUMO energy (eV) = 0.5

Structure (XYZ):
```
11
Properties=species:S:1:pos:R:3:forces:R:3
O -0.044 1.171 -2.366 2.2 0.1 0.9
C 0.818 0.823 -1.541 -0.9 0.2 -3.3
N 0.374 0.271 -0.417 0.8 0.1 1.6
O 1.307 -0.358 0.467 -0.7 -0.3 -3.1
C -1.005 0.024 -0.248 0.4 -1.0 0.4
N -1.400 -0.696 0.685 -0.6 -1.2 2.6
S -0.335 -1.388 1.969 -3.2 1.0 1.3
H 1.932 0.774 -1.729 -1.0 0.4 0.4
H 1.539 0.257 1.142 -0.1 1.1 0.9
H -1.803 0.327 -0.956 1.4 0.3 0.1
H -1.382 -1.207 2.994 1.6 -0.6 -1.9
```
Forces are in eV/Å.

Results of the Löwdin charge analysis, in e, for atoms 1 through 2: 0.0012, -0.2737



[3]
Here is the molecule C2H4N2O2S from the Open Molecules 2025 dataset. Energies are from ωB97M-V with the def2-TZVPD basis set.

- HOMO level (eV) = -9.064
- gap between HOMO and LUMO (eV) = 9.67
- energy (eV) = -20045.1755
- LUMO energy (eV) = 0.6

Structure (XYZ):
```
11
Properties=species:S:1:pos:R:3:forces:R:3
C 0.435 1.387 -2.140 -2.9 -2.5 5.1
C -0.482 -0.629 0.599 -0.3 -0.7 0.3
N 0.510 0.830 -0.869 1.9 2.5 -4.8
N -0.570 0.482 -0.307 -0.4 0.6 -0.4
O -1.369 0.115 -3.641 0.0 -0.3 -0.4
O -1.728 0.647 -1.136 0.4 0.2 -0.1
S -1.335 1.209 -2.696 1.0 0.1 0.7
H 1.252 1.802 -2.671 0.5 0.1 -0.2
H -0.480 -1.589 0.073 -0.1 0.1 0.0
H -1.292 -0.590 1.322 0.0 0.0 -0.1
H 0.476 -0.509 1.109 -0.2 0.0 0.0
```
Forces are in eV/Å.

Results of the Löwdin charge analysis, in e, for atoms 1 through 2: -0.1823, -0.0193



[4]
Here is the molecule C2H4N2O4 from the Open Molecules 2025 dataset. Energies are from ωB97M-V with the def2-TZVPD basis set.

- structure (SMILES) = O=CN(O)C(=O)NO
- HOMO level (eV) = -10.334
- gap between HOMO and LUMO (eV) = 10.83
- energy (eV) = -13306.0791
- LUMO energy (eV) = 0.5

Structure (XYZ):
```
12
Properties=species:S:1:pos:R:3:forces:R:3
O 2.518 -1.227 -0.525 -1.4 0.4 0.6
C 1.431 -1.319 0.032 0.3 0.1 -0.2
N 0.446 -0.342 -0.090 1.8 -0.2 -0.6
O 0.802 0.714 -0.919 0.2 -0.4 0.3
C -0.838 -0.438 0.335 -1.6 1.5 -0.1
O -1.300 -1.463 0.751 -0.3 -0.3 0.3
N -1.620 0.750 0.104 0.1 -1.5 0.6
O -1.062 1.997 0.433 0.6 0.4 -1.6
H 1.137 -2.127 0.696 -0.1 -0.2 0.0
H 1.742 0.466 -0.971 0.6 0.6 -0.7
H -2.499 0.646 0.614 0.3 0.1 -0.2
H -0.755 2.344 -0.460 -0.5 -0.5 1.7
```
Forces are in eV/Å.

Results of the Löwdin charge analysis, in e, for atoms 1 through 2: 0.0598, -0.1962



[5]
Here is the molecule C2H4N2OS from the Open Molecules 2025 dataset. Energies are from ωB97M-V with the def2-TZVPD basis set.

- structure (SMILES) = [H]/N=C(/N)SC=O
- HOMO level (eV) = -9.942
- gap between HOMO and LUMO (eV) = 10.63
- energy (eV) = -18001.3139
- LUMO energy (eV) = 0.7

Structure (XYZ):
```
10
Properties=species:S:1:pos:R:3:forces:R:3
H -1.890 -1.577 0.813 0.1 -0.7 -0.1
N -2.189 -0.668 0.522 0.5 1.2 -0.6
C -1.236 -0.011 -0.014 -0.6 0.8 1.0
N -1.309 1.393 -0.172 -1.4 -0.1 -1.1
S 0.343 -0.751 -0.432 0.0 0.0 -0.2
C 1.500 0.370 0.345 -0.6 0.3 0.5
O 2.673 0.211 0.231 0.2 0.1 0.0
H -2.313 1.742 -0.193 1.8 -0.7 0.3
H -0.786 1.778 -0.972 -0.4 -0.5 0.6
H 1.005 1.158 0.975 0.3 -0.4 -0.4
```
Forces are in eV/Å.

Results of the Löwdin charge analysis, in e, for atoms 1 through 2: 0.0212, 0.0713



[6]
Here is the molecule C2H4N2OS from the Open Molecules 2025 dataset. Energies are from ωB97M-V with the def2-TZVPD basis set.

- structure (SMILES) = NN(C=O)C=S
- HOMO level (eV) = -9.119
- gap between HOMO and LUMO (eV) = 8.78
- energy (eV) = -18000.7160
- LUMO energy (eV) = -0.3

Structure (XYZ):
```
10
Properties=species:S:1:pos:R:3:forces:R:3
N 0.429 -1.633 0.198 -0.1 -1.3 0.6
N 0.579 -0.268 0.103 -0.7 -0.5 0.0
C 1.870 0.221 -0.079 -0.2 0.0 0.3
O 2.022 1.365 -0.376 0.9 0.7 -0.2
C -0.527 0.515 0.017 -0.4 0.5 -0.1
S -2.093 0.046 0.035 0.7 -0.1 0.1
H -0.298 -1.915 -0.470 0.3 0.1 0.4
H 0.077 -1.856 1.141 0.1 0.0 -0.6
H 2.659 -0.534 0.130 -0.4 0.3 -0.3
H -0.247 1.549 -0.098 0.0 0.3 0.0
```
Forces are in eV/Å.

Results of the Löwdin charge analysis, in e, for atoms 1 through 2: 0.0441, -0.2361



[7]
Here is a structure of composition C2H4N2OS from the Open Molecules 2025 dataset. Energies are from ωB97M-V with the def2-TZVPD basis set.

- HOMO level (spin up / spin down) (eV) = -9.575 / -9.572
- gap between HOMO and LUMO (spin up / spin down) (eV) = 9.05 / 9.05
- energy (eV) = -17995.0692
- LUMO energy (spin up / spin down) (eV) = -0.5 / -0.5

Structure (XYZ):
```
10
Properties=species:S:1:pos:R:3:forces:R:3
C 0.377 0.737 0.059 -3.1 2.2 1.6
C 0.271 -0.777 0.168 1.5 -0.9 2.3
N 1.710 1.259 0.068 1.2 -1.1 -0.6
N 2.530 0.363 -0.124 4.0 1.8 1.8
O 4.309 0.663 0.191 -4.2 -0.8 -1.0
S 2.125 -1.281 -0.161 -1.9 0.4 -0.4
H -0.127 1.087 -0.834 0.4 -0.1 -0.8
H -0.288 1.449 0.781 1.7 -2.1 -0.8
H 0.091 -1.234 1.199 0.2 1.1 -1.2
H -0.537 -1.139 -0.440 0.3 -0.5 -0.8
```
Forces are in eV/Å.

Results of the Löwdin charge analysis, in e, for atoms 1 through 2: -0.2925, -0.3410



[8]
Here is the molecule C2H4N2OS from the Open Molecules 2025 dataset. Energies are from ωB97M-V with the def2-TZVPD basis set.

- structure (SMILES) = [H]/N=C\NOC=S
- HOMO level (eV) = -9.555
- gap between HOMO and LUMO (eV) = 9.66
- energy (eV) = -17998.3308
- LUMO energy (eV) = 0.1

Structure (XYZ):
```
10
Properties=species:S:1:pos:R:3:forces:R:3
H 1.352 2.570 0.788 0.1 -2.4 0.8
N 1.313 1.691 1.431 -0.6 2.6 -1.4
C 0.539 0.760 1.110 -0.7 -1.8 -0.6
N -0.168 0.380 -0.147 2.1 1.7 1.7
O -0.845 -0.866 0.156 1.6 2.3 -1.6
C -1.009 -1.448 -1.011 -0.1 -0.9 0.0
S -0.451 -1.021 -2.480 -0.4 -0.5 0.2
H 0.319 0.006 1.897 0.2 0.3 -0.5
H 0.479 0.248 -1.037 -1.5 0.0 2.2
H -1.528 -2.320 -0.707 -0.8 -1.3 -0.8
```
Forces are in eV/Å.

Results of the Löwdin charge analysis, in e, for atoms 1 through 2: 0.0964, 0.0696



[9]
Here is the molecule C2H4N2OS from the Open Molecules 2025 dataset. Energies are from ωB97M-V with the def2-TZVPD basis set.

- HOMO level (spin up / spin down) (eV) = -8.154 / -7.932
- gap between HOMO and LUMO (spin up / spin down) (eV) = 8.02 / 7.02
- energy (eV) = -17996.5337
- LUMO energy (spin up / spin down) (eV) = -0.1 / -0.9

Structure (XYZ):
```
10
Properties=species:S:1:pos:R:3:forces:R:3
C -0.209 1.208 -0.157 2.3 0.0 -1.0
C 0.086 -1.222 -0.231 -0.5 1.7 -0.6
N -1.592 1.151 -0.143 -3.8 0.5 0.7
N -2.319 0.170 -0.035 3.0 0.5 -0.3
O 0.333 0.040 -0.807 0.1 -0.9 0.8
S -3.777 -0.358 0.025 -0.8 0.0 0.1
H 0.077 2.178 -0.703 -0.3 -1.8 0.1
H 0.276 1.381 0.811 -0.5 -0.5 0.4
H -0.046 -1.315 0.864 0.2 0.1 -0.9
H -0.266 -1.955 -0.973 0.4 0.4 0.7
```
Forces are in eV/Å.

Results of the Löwdin charge analysis, in e, for atoms 1 through 2: -0.2464, 0.0040



[10]
Here is a structure of composition C2H4N2S from the Open Molecules 2025 dataset. Energies are from ωB97M-V with the def2-TZVPD basis set.

- HOMO level (eV) = -7.787
- gap between HOMO and LUMO (eV) = 7.37
- energy (eV) = -15948.8342
- LUMO energy (eV) = -0.4

Structure (XYZ):
```
9
Properties=species:S:1:pos:R:3:forces:R:3
C 1.277 0.002 -0.696 0.2 0.7 -0.7
C -2.231 0.095 0.317 2.4 1.8 1.1
N 0.075 0.436 0.734 4.0 0.3 3.2
N -1.079 0.199 0.524 -3.5 -1.0 0.5
S 2.171 -1.358 -0.268 -0.5 0.9 -0.3
H 0.440 -0.128 -1.494 1.5 0.6 1.3
H 1.661 1.075 -0.504 -0.3 -1.9 -1.0
H -2.872 -0.395 -0.283 -2.1 -1.7 -1.5
H 0.558 0.074 1.671 -1.7 0.5 -2.5
```
Forces are in eV/Å.

Results of the Löwdin charge analysis, in e, for atoms 1 through 2: -0.7157, 0.1778